{"formula": "C22H16N5OPRhSSe2", "method": "ωB97M-V/def2-TZVPD", "max_force_ev_per_a": 0.15, "orbital_gap_ha": 0.2439, "relative_energy_kj_mol": 0.00, "multiplicity": 1, "total_charge": 1, "elements": ["Rh", "Se", "P", "Se", "C", "C", "C", "C", "C", "C", "C", "C", "C", "C", "C", "C", "H", "H", "H", "H", "H", "H", "H", "H", "H", "H", "O", "N", "C", "C", "N", "C", "N", "N", "C", "N", "C", "C", "C", "C", "C", "C", "S", "H", "H", "H", "H", "H", "H"], "coordinates": [[-0.740, -0.251, -1.491], [-0.915, 2.034, -0.718], [-0.090, 1.281, 1.174], [0.889, -0.454, 0.228], [-1.346, 0.805, 2.352], [-2.701, 0.979, 2.090], [-3.637, 0.517, 3.001], [-3.222, -0.118, 4.161], [-1.867, -0.288, 4.427], [-0.925, 0.172, 3.525], [1.071, 2.388, 1.957], [0.659, 3.154, 3.047], [1.542, 4.058, 3.616], [2.825, 4.191, 3.105], [3.235, 3.426, 2.019], [2.360, 2.526, 1.439], [-3.023, 1.457, 1.175], [-4.691, 0.641, 2.797], [-3.957, -0.491, 4.862], [-1.548, -0.784, 5.333], [0.131, 0.034, 3.729], [-0.339, 3.044, 3.451], [1.228, 4.655, 4.461], [3.513, 4.893, 3.557], [4.239, 3.530, 1.630], [2.675, 1.925, 0.594], [-2.245, -0.847, -0.333], [-1.963, -2.011, -0.836], [-2.557, -3.065, -0.397], [-3.523, -2.987, 0.660], [-4.268, -2.883, 1.527], [-2.187, -4.316, -0.992], [-1.872, -5.316, -1.460], [1.507, 2.021, -2.995], [1.510, 0.753, -3.421], [0.745, -0.208, -2.950], [1.025, -1.432, -3.598], [0.442, -2.663, -3.320], [0.831, -3.770, -4.053], [1.791, -3.664, -5.057], [2.384, -2.447, -5.338], [1.992, -1.343, -4.595], [2.581, 0.293, -4.707], [0.990, 2.277, -2.165], [2.160, 2.681, -3.378], [-0.302, -2.769, -2.543], [0.378, -4.728, -3.837], [2.079, -4.541, -5.620], [3.135, -2.358, -6.111]], "atomic_forces_ev_per_a": [[0.0, 0.0, 0.0], [0.0, 0.0, -0.1], [0.0, -0.1, 0.1], [0.0, 0.0, 0.0], [0.0, 0.0, 0.0], [0.0, 0.0, 0.0], [0.0, 0.0, 0.0], [0.0, 0.0, 0.0], [0.0, 0.0, 0.0], [0.0, 0.0, 0.0], [0.0, 0.0, 0.0], [0.0, 0.0, 0.0], [0.0, 0.0, 0.0], [0.0, 0.0, 0.0], [0.0, 0.0, 0.0], [0.0, 0.0, 0.0], [0.0, 0.0, 0.0], [0.0, 0.0, 0.0], [0.0, 0.0, 0.0], [0.0, 0.0, 0.0], [0.0, 0.0, 0.0], [0.0, 0.0, 0.0], [0.0, 0.0, 0.0], [0.0, 0.0, 0.0], [0.0, 0.0, 0.0], [0.0, 0.0, 0.0], [0.0, 0.0, 0.0], [0.0, 0.0, 0.0], [0.0, 0.0, -0.1], [0.0, 0.0, 0.0], [0.0, 0.0, 0.0], [0.0, -0.1, 0.1], [0.0, 0.0, 0.0], [0.0, 0.0, 0.0], [0.0, 0.0, 0.0], [0.0, 0.0, 0.0], [0.0, 0.0, 0.0], [0.0, 0.0, 0.0], [0.0, 0.0, 0.0], [0.0, 0.0, 0.0], [0.0, 0.0, 0.0], [0.0, 0.0, 0.0], [0.0, 0.0, 0.0], [0.0, 0.0, 0.0], [0.0, 0.0, 0.0], [0.0, 0.0, 0.0], [0.0, 0.0, 0.0], [0.0, 0.0, 0.0], [0.0, 0.0, 0.0]], "nbo_charge": [0.699, -0.159, 1.039, -0.009, -0.379, -0.179, -0.199, -0.156, -0.190, -0.211, -0.377, -0.191, -0.199, -0.153, -0.201, -0.197, 0.234, 0.236, 0.234, 0.233, 0.226, 0.236, 0.236, 0.234, 0.233, 0.231, -0.452, -0.059, -0.025, 0.225, -0.211, 0.235, -0.221, -0.786, 0.311, -0.578, 0.186, -0.262, -0.180, -0.200, -0.183, -0.248, 0.418, 0.420, 0.417, 0.216, 0.239, 0.234, 0.234]}